Entry from OMol25: 2 unconnected molecules or ions with the total composition C4H8O2 at a distorted geometry (ωB97M-V with the def2-TZVPD basis set).

Each atom is followed by the atoms it is bonded to, with distances in Å.
Cartesian coordinates (Å):
1 C 0.81787 -1.48399 0.21016  C2 1.524, H7 1.096, H8 1.096, H9 1.097
2 C 0.17959 -0.11295 0.01904  C1 1.524, C3 1.519, O4 1.424, H10 1.104
3 C -0.37429 0.45950 1.31217  C2 1.519, H11 1.094, H12 1.095, H13 1.095
4 O -0.92020 -0.19709 -0.88208  C2 1.424, H14 0.966
5 C -0.66357 2.04623 -2.36957  O6 1.137
6 O -0.82850 2.85934 -1.59249  C5 1.137
7 H 1.65329 -1.44043 0.91774  C1 1.096
8 H 0.07282 -2.19200 0.58981  C1 1.096
9 H 1.20403 -1.87158 -0.74036  C1 1.097
10 H 0.93321 0.58741 -0.38092  C2 1.104
11 H -0.79684 1.45367 1.13703  C3 1.094
12 H 0.41096 0.54042 2.07108  C3 1.095
13 H -1.16897 -0.18989 1.69528  C3 1.095
14 H -0.58030 -0.45589 -1.74888  O4 0.966

* HOMO: -10.4 eV
* electronic energy: -307.67628 Ha
* energy relative to the best compared isomer or geometry (same formula, charge and spin): 22.7 kcal per mole
* Kohn-Sham gap: 11.4263 eV
* strongest force on any atom: 1.474 eV Å⁻¹

Now the Mulliken charges, all in e:
1 C -1.302
2 C 0.634
3 C -1.330
4 O -0.590
5 C 0.134
6 O -0.136
7 H 0.365
8 H 0.313
9 H 0.346
10 H 0.210
11 H 0.288
12 H 0.379
13 H 0.336
14 H 0.355

Entry from OMol25: C13H22N2O4S in the gas phase at a distorted geometry (ωB97M-V with the def2-TZVPD basis set).

Each atom is followed by the atoms it is bonded to, with distances in Å.
Cartesian coordinates (Å):
1 O 2.65084 2.14611 2.92189  C6 1.238
2 O -1.41110 0.82889 3.24829  C7 1.227
3 S 1.08713 -1.10743 -0.42581  C8 1.734
4 O 0.14863 3.04157 3.75739  C12 1.498, H21 0.941
5 O 0.16507 3.41981 1.42594  C11 1.352, C12 1.501
6 C 1.64541 1.68016 2.37086  O1 1.238, N9 1.402, C12 1.549
7 C -0.60100 1.02621 2.34867  O2 1.227, N10 1.347, C12 1.547
8 C 0.86579 0.02276 0.87004  S3 1.734, N9 1.311, N10 1.400
9 N 1.86094 0.69566 1.39554  C6 1.402, C8 1.311, C15 1.485
10 N -0.45173 0.17010 1.31921  C7 1.347, C8 1.400, C16 1.521
11 C -1.00768 3.86360 0.92070  O5 1.352, H22 1.100, H23 1.038, H24 1.097
12 C 0.23815 2.32199 2.44698  O4 1.498, O5 1.501, C6 1.549, C7 1.547
13 C 5.80765 -0.68266 -0.16518  C17 1.453, H25 1.122, H26 1.076, H27 1.101
14 C -4.44934 -0.98357 -1.66099  C18 1.544, H28 1.092, H29 1.120, H30 1.099
15 C 3.26647 0.34846 1.06361  N9 1.485, C19 1.552, H31 1.104, H32 1.151
16 C -1.55848 -0.83865 1.05481  N10 1.521, C20 1.549, H33 1.089, H34 1.060
17 C 5.26789 0.62488 -0.49827  C13 1.453, C19 1.558, H35 1.133, H36 1.138
18 C -3.63000 -1.45805 -0.44175  C14 1.544, C20 1.530, H37 1.053, H38 1.135
19 C 3.72659 0.79649 -0.34934  C15 1.552, C17 1.558, H39 1.028, H40 1.099
20 C -2.30442 -0.70883 -0.29707  C16 1.549, C18 1.530, H41 1.132, H42 1.050
21 H 0.94192 3.54049 3.83974  O4 0.941
22 H -0.92649 4.90474 0.57389  C11 1.100
23 H -1.33507 3.22192 0.17292  C11 1.038
24 H -1.83177 3.89050 1.64460  C11 1.097
25 H 5.74177 -0.88934 0.93558  C13 1.122
26 H 6.83428 -0.85682 -0.43693  C13 1.076
27 H 5.14839 -1.39946 -0.67853  C13 1.101
28 H -4.83395 0.02032 -1.47113  C14 1.092
29 H -3.84864 -0.95039 -2.60578  C14 1.120
30 H -5.31881 -1.63605 -1.82565  C14 1.099
31 H 4.02082 0.72120 1.77828  C15 1.104
32 H 3.46148 -0.78572 1.07154  C15 1.151
33 H -1.10336 -1.81073 1.23873  C16 1.089
34 H -2.31296 -0.61534 1.76512  C16 1.060
35 H 5.78198 1.49552 0.01316  C17 1.133
36 H 5.44718 0.80531 -1.60741  C17 1.138
37 H -4.24051 -1.34894 0.40984  C18 1.053
38 H -3.37360 -2.55373 -0.59255  C18 1.135
39 H 3.29557 0.30547 -1.14244  C19 1.028
40 H 3.53610 1.87480 -0.43926  C19 1.099
41 H -1.73724 -1.20809 -1.13986  C20 1.132
42 H -2.43846 0.29230 -0.58396  C20 1.050

* HOMO: -8.7 eV
* electronic energy: -1317.13507 Ha
* SMILES: CCCCN1C(=O)C(O)(OC)C(=O)N(CCCC)C1=S
* energy relative to the best compared isomer or geometry (same formula, charge and spin): 33.6 kcal per mole
* Kohn-Sham gap: 7.7940 eV
* strongest force on any atom: 6.154 eV Å⁻¹

Now the Mulliken charges, all in e:
1 O -0.628
2 O -0.599
3 S -0.299
4 O -0.565
5 O -0.381
6 C 0.411
7 C 0.321
8 C 0.328
9 N 0.154
10 N 0.278
11 C -0.848
12 C 0.898
13 C -1.129
14 C -1.250
15 C -1.354
16 C -1.287
17 C -0.389
18 C -0.340
19 C -0.479
20 C -0.351
21 H 0.384
22 H 0.292
23 H 0.325
24 H 0.349
25 H 0.233
26 H 0.384
27 H 0.274
28 H 0.318
29 H 0.298
30 H 0.380
31 H 0.524
32 H 0.291
33 H 0.403
34 H 0.446
35 H 0.293
36 H 0.296
37 H 0.390
38 H 0.260
39 H 0.508
40 H 0.210
41 H 0.219
42 H 0.430

Entry from OMol25: C3H6N2O in the gas phase at a distorted geometry (ωB97M-V with the def2-TZVPD basis set).

Each atom is followed by the atoms it is bonded to, with distances in Å.
Cartesian coordinates (Å):
1 C 1.47849 -0.53456 0.26377  N2 1.452, H7 1.096, H8 1.091, H9 1.097
2 N 0.53154 0.19501 -0.56024  C1 1.452, C3 1.438, H10 1.005
3 C -0.87975 0.01227 -0.35162  N2 1.438, N4 1.270, C5 1.502
4 N -1.37082 -0.75602 -1.23597  C3 1.270, H11 1.083
5 C -1.61146 0.77293 0.71726  C3 1.502, O6 1.209, H12 1.107
6 O -1.06061 1.65593 1.33250  C5 1.209
7 H 0.97607 -1.38614 0.73589  C1 1.096
8 H 1.90564 0.10346 1.03922  C1 1.091
9 H 2.28295 -0.93637 -0.36522  C1 1.097
10 H 0.79935 1.13572 -0.79276  N2 1.005
11 H -0.37495 -0.77911 -1.66109  N4 1.083
12 H -2.67644 0.51687 0.87828  C5 1.107

* HOMO: -9.4 eV
* electronic energy: -302.59077 Ha
* SMILES: [H]/N=C(/C=O)NC
* energy relative to the best compared isomer or geometry (same formula, charge and spin): 64.2 kcal per mole
* Kohn-Sham gap: 9.2678 eV
* strongest force on any atom: 2.633 eV Å⁻¹

Now the Mulliken charges, all in e:
1 C -0.742
2 N -0.318
3 C 0.308
4 N -0.626
5 C -0.033
6 O -0.467
7 H 0.296
8 H 0.291
9 H 0.263
10 H 0.218
11 H 0.429
12 H 0.382

Entry from OMol25: 3 unconnected molecules or ions with the total composition C33H62F9N4O7P2S at a distorted geometry (ωB97M-V with the def2-TZVPD basis set).

Each atom is followed by the atoms it is bonded to, with distances in Å.
Cartesian coordinates (Å):
1 C -2.35370 -3.55239 2.67233  C2 1.564, H43 1.125, H44 1.118, H45 1.112
2 C -2.32265 -2.42756 1.58543  C1 1.564, C3 1.446, N37 1.405
3 C -2.95478 -2.68236 0.30999  C2 1.446, C4 1.559, C18 1.490
4 C -3.64325 -4.01109 -0.12527  C3 1.559, C5 1.586, H46 1.127, H47 1.113
5 C -2.70574 -4.70429 -1.20055  C4 1.586, C6 1.587, H48 1.120, H49 1.122
6 C -1.77516 -5.82657 -0.57399  C5 1.587, F7 1.383, F8 1.402, C9 1.571
7 F -1.76836 -5.81167 0.80930  C6 1.383
8 F -2.41460 -7.02752 -0.91114  C6 1.402
9 C -0.35287 -5.91700 -1.23535  C6 1.571, F10 1.367, F11 1.404, S12 1.873
10 F 0.12738 -7.19635 -1.20560  C9 1.367
11 F -0.51453 -5.59581 -2.59290  C9 1.404
12 S 0.97946 -4.80606 -0.52803  C9 1.873, F13 1.636, F14 1.620, F15 1.642, F16 1.665, F17 1.628
13 F -0.06538 -3.67936 0.03368  S12 1.636
14 F 1.08273 -5.58755 0.88702  S12 1.620
15 F 2.12815 -5.79913 -1.15311  S12 1.642
16 F 1.00768 -3.95507 -1.95918  S12 1.665
17 F 2.19305 -3.84785 -0.01988  S12 1.628
18 C -2.95319 -1.58047 -0.69321  C3 1.490, C19 1.566, C25 1.454
19 C -3.65140 -1.74538 -2.08549  C18 1.566, O20 1.207, O21 1.373
20 O -2.94542 -1.67747 -3.06242  C19 1.207
21 O -5.00942 -1.93737 -2.14577  C19 1.373, P22 1.744
22 P -5.44532 -2.72865 -3.63704  O21 1.744, O23 1.676, O24 1.683
23 O -5.40986 -1.61786 -4.89208  P22 1.676, H50 0.978
24 O -4.43244 -4.03437 -3.95667  P22 1.683, H51 0.981
25 C -2.28983 -0.32865 -0.36777  C18 1.454, P26 1.880, C28 1.473
26 P -2.32311 1.02578 -1.67096  C25 1.880, N27 1.593, H52 1.426, H53 1.431
27 N -3.80804 1.51792 -1.97009  P26 1.593, H54 1.026
28 C -1.63582 -0.17596 0.94269  C25 1.473, O29 1.355, N37 1.376
29 O -1.00050 0.99980 1.16786  C28 1.355, C30 1.464
30 C -1.75596 1.90002 2.04021  O29 1.464, C31 1.585, H55 1.129, H56 1.119
31 C -0.69089 2.65531 2.93933  C30 1.585, C32 1.593, C33 1.577, H57 1.129
32 C -1.47036 3.49872 4.04335  C31 1.593, H58 1.126, H59 1.126, H60 1.122
33 C 0.25267 3.61452 2.11661  C31 1.577, C34 1.571, H61 1.130, H62 1.128
34 C 1.75194 3.15568 2.01994  C33 1.571, C35 1.580, C36 1.571, H63 1.130
35 C 2.52189 3.16443 3.39934  C34 1.580, H64 1.116, H65 1.119, H66 1.129
36 C 1.98029 1.76892 1.31710  C34 1.571, H67 1.125, H68 1.120, H69 1.133
37 N -1.69148 -1.20197 1.85812  C2 1.405, C28 1.376, C38 1.484
38 C -1.02914 -1.04649 3.17691  N37 1.484, C39 1.606, H70 1.118, H71 1.124
39 C 0.36471 -1.84406 3.18657  C38 1.606, C40 1.582, H72 1.123, H73 1.114
40 C 0.56859 -2.29123 4.69065  C39 1.582, O41 1.195, O42 1.393
41 O 1.06137 -1.49213 5.42932  C40 1.195
42 O 0.14598 -3.54059 5.14013  C40 1.393, H74 0.976
43 H -2.77991 -3.08274 3.60195  C1 1.125
44 H -1.34644 -4.00114 2.85546  C1 1.118
45 H -3.03655 -4.38844 2.40535  C1 1.112
46 H -4.59031 -3.73856 -0.67153  C4 1.127
47 H -3.95336 -4.67333 0.71353  C4 1.113
48 H -2.06166 -3.90070 -1.63974  C5 1.120
49 H -3.30576 -5.15431 -2.03499  C5 1.122
50 H -4.95265 -2.03522 -5.64944  O23 0.978
51 H -3.69736 -3.77977 -4.55446  O24 0.981
52 H -1.72871 0.49749 -2.85521  P26 1.426
53 H -1.59423 2.14325 -1.15252  P26 1.431
54 H -3.88161 2.51912 -1.75886  N27 1.026
55 H -2.41680 1.30213 2.73417  C30 1.129
56 H -2.43109 2.59938 1.48652  C30 1.119
57 H -0.10895 1.86504 3.49749  C31 1.129
58 H -1.81220 4.49165 3.63728  C32 1.126
59 H -0.80723 3.65500 4.93956  C32 1.126
60 H -2.38289 2.96954 4.42439  C32 1.122
61 H -0.19016 3.77983 1.09020  C33 1.130
62 H 0.26454 4.63800 2.59123  C33 1.128
63 H 2.27385 3.92321 1.37458  C34 1.130
64 H 2.32833 4.06774 4.02587  C35 1.116
65 H 2.36023 2.19244 3.93054  C35 1.119
66 H 3.61979 3.19435 3.13795  C35 1.129
67 H 1.49211 1.75834 0.30409  C36 1.125
68 H 3.05462 1.45395 1.27131  C36 1.120
69 H 1.45024 0.98493 1.93921  C36 1.133
70 H -0.75508 0.01202 3.40929  C38 1.118
71 H -1.68656 -1.37739 4.02596  C38 1.124
72 H 0.26029 -2.74026 2.51864  C39 1.123
73 H 1.21147 -1.23130 2.80205  C39 1.114
74 H 0.26676 -4.15706 4.39330  O42 0.976
75 C 0.85936 -2.99273 -8.43774  C76 1.523, H82 1.092, H83 1.092, H84 1.091
76 C 0.91496 -3.59114 -7.03810  C75 1.523, N77 1.454, H85 1.095, H86 1.099
77 N 1.10230 -5.03292 -7.02876  C76 1.454, C78 1.456, C80 1.457
78 C 0.86432 -5.63841 -5.72613  N77 1.456, C79 1.530, H87 1.095, H88 1.097
79 C 1.79932 -5.25356 -4.57830  C78 1.530, H89 1.090, H90 1.085, H91 1.092
80 C 2.26598 -5.53385 -7.74844  N77 1.457, C81 1.530, H92 1.094, H93 1.094
81 C 3.64232 -5.01204 -7.32966  C80 1.530, H94 1.092, H95 1.093, H96 1.090
82 H 0.09617 -3.48460 -9.04492  C75 1.092
83 H 0.60528 -1.93216 -8.37612  C75 1.092
84 H 1.81794 -3.06791 -8.95247  C75 1.091
85 H -0.03822 -3.35884 -6.55075  C76 1.095
86 H 1.69425 -3.07319 -6.46125  C76 1.099
87 H 0.86458 -6.72798 -5.83035  C78 1.095
88 H -0.16040 -5.38854 -5.42323  C78 1.097
89 H 2.77581 -5.72689 -4.68035  C79 1.090
90 H 1.37771 -5.59451 -3.63799  C79 1.085
91 H 1.93898 -4.17407 -4.49549  C79 1.092
92 H 2.13005 -5.31120 -8.81129  C80 1.094
93 H 2.27459 -6.62689 -7.70426  C80 1.094
94 H 3.65611 -3.92934 -7.19126  C81 1.092
95 H 4.37376 -5.24787 -8.10673  C81 1.093
96 H 3.99378 -5.48448 -6.41268  C81 1.090
97 C -0.33128 8.00217 4.80682  C98 1.523, H104 1.093, H105 1.092, H106 1.091
98 C 1.17054 7.78787 4.94393  C97 1.523, N99 1.455, H107 1.095, H108 1.098
99 N 1.86557 7.70582 3.66834  C98 1.455, C100 1.458, C102 1.457
100 C 3.23274 7.21369 3.78504  N99 1.458, C101 1.529, H109 1.095, H110 1.096
101 C 4.23383 8.06710 4.56497  C100 1.529, H111 1.090, H112 1.093, H113 1.091
102 C 1.68103 8.83240 2.76265  N99 1.457, C103 1.530, H114 1.095, H115 1.094
103 C 2.06698 10.22410 3.26801  C102 1.530, H116 1.091, H117 1.093, H118 1.090
104 H -0.78107 7.23515 4.17087  C97 1.093
105 H -0.80404 7.94113 5.78942  C97 1.092
106 H -0.56811 8.98296 4.39250  C97 1.091
107 H 1.31309 6.84469 5.48152  C98 1.095
108 H 1.58451 8.57743 5.58543  C98 1.098
109 H 3.63533 7.02596 2.78425  C100 1.095
110 H 3.19242 6.22581 4.25834  C100 1.096
111 H 4.54279 8.94681 4.00100  C101 1.090
112 H 5.13781 7.48449 4.76118  C101 1.093
113 H 3.84196 8.39042 5.53067  C101 1.091
114 H 0.62743 8.86154 2.46633  C102 1.095
115 H 2.21536 8.63558 1.82824  C102 1.094
116 H 1.70106 10.42009 4.27738  C103 1.091
117 H 1.63202 10.98365 2.61334  C103 1.093
118 H 3.14572 10.37628 3.25346  C103 1.090

* HOMO: -9.7 eV
* electronic energy: -4019.60089 Ha
* total charge: +1
* Kohn-Sham gap: 5.1536 eV
* strongest force on any atom: 4.608 eV Å⁻¹

Atomic partial charges in e from the Mulliken method, atoms 1 to 99:
1 C -1.283
2 C 0.334
3 C 0.013
4 C -1.132
5 C -0.748
6 C 0.474
7 F -0.245
8 F -0.334
9 C 0.741
10 F -0.266
11 F -0.168
12 S 1.208
13 F -0.094
14 F -0.343
15 F -0.352
16 F -0.309
17 F -0.320
18 C 1.492
19 C -0.632
20 O -0.436
21 O -0.292
22 P 0.165
23 O -0.368
24 O -0.361
25 C 0.214
26 P 0.321
27 N -0.692
28 C 0.126
29 O 0.021
30 C -1.403
31 C 1.707
32 C -1.638
33 C -0.821
34 C 0.431
35 C -1.190
36 C -0.791
37 N 0.558
38 C -0.715
39 C 0.987
40 C 0.142
41 O -0.485
42 O -0.460
43 H 0.536
44 H -0.093
45 H 0.349
46 H 0.342
47 H 0.629
48 H 0.433
49 H 0.598
50 H 0.317
51 H 0.309
52 H 0.108
53 H 0.064
54 H 0.243
55 H 0.417
56 H 0.525
57 H -0.150
58 H 0.336
59 H 0.346
60 H 0.420
61 H 0.280
62 H 0.257
63 H 0.325
64 H 0.076
65 H 0.271
66 H 0.444
67 H 0.239
68 H 0.499
69 H -0.262
70 H -0.339
71 H 0.444
72 H -0.723
73 H 0.359
74 H 0.380
75 C -1.480
76 C -0.144
77 N 0.147
78 C -0.963
79 C -0.332
80 C -0.705
81 C -0.937
82 H 0.339
83 H 0.439
84 H 0.304
85 H 0.311
86 H 0.229
87 H 0.338
88 H 0.327
89 H 0.262
90 H -0.029
91 H 0.202
92 H 0.413
93 H 0.332
94 H 0.241
95 H 0.378
96 H 0.269
97 C -1.410
98 C -0.427
99 N 0.350